Record 1
Entry from the OMol25 dataset: C23H28N8OsS as an isolated structure at a distorted geometry (wB97M-V/def2-TZVPD).

Cartesian coordinates (Å):
Os (-0.9167, -0.2749, -0.0032)
C (-1.6737, -1.3606, 2.7248)
N (-0.6992, -0.4092, 2.1445)
C (-0.8957, 0.8976, 2.8249)
C (0.6995, -0.8096, 2.3494)
C (1.1277, -1.2258, 3.5924)
C (2.4698, -1.4728, 3.8409)
C (3.3928, -1.2084, 2.8432)
C (2.9732, -0.8111, 1.5895)
C (1.6107, -0.6960, 1.2653)
N (1.0389, -0.5280, -0.0010)
C (1.6180, -0.7736, -1.2521)
C (2.9656, -1.0424, -1.5457)
C (3.3796, -1.4291, -2.8056)
C (2.4623, -1.5966, -3.8286)
C (1.1336, -1.2785, -3.5912)
C (0.7178, -0.8349, -2.3506)
N (-0.6565, -0.3525, -2.1706)
C (-0.7239, 0.9991, -2.7878)
C (-1.6681, -1.1983, -2.8510)
H (-1.5694, -1.4331, 3.8071)
H (-1.5325, -2.3460, 2.2974)
H (-2.6831, -1.0151, 2.5102)
H (-0.7367, 0.7908, 3.8999)
H (-1.9131, 1.2516, 2.6597)
H (-0.1877, 1.6278, 2.4455)
H (0.4232, -1.3568, 4.4015)
H (2.7833, -1.8240, 4.8127)
H (4.4491, -1.3132, 3.0458)
H (3.7359, -0.5697, 0.8741)
H (3.7286, -0.9711, -0.7969)
H (4.4288, -1.6143, -2.9880)
H (2.7686, -1.9475, -4.8031)
H (0.4252, -1.3776, -4.4011)
H (-0.4589, 0.9409, -3.8459)
H (-0.0240, 1.6689, -2.2959)
H (-1.7365, 1.3928, -2.7057)
H (-1.6487, -1.0512, -3.9318)
H (-2.6597, -0.9164, -2.5009)
H (-1.5018, -2.2530, -2.6438)
S (-5.5239, 0.5131, -0.0057)
C (-3.9839, 0.2008, -0.0032)
N (-2.8103, -0.0362, 0.0027)
N (-3.7112, 5.7348, -1.0767)
C (-2.7787, 5.1475, -0.7567)
C (-1.6336, 4.3885, -0.3657)
C (-0.4372, 5.0074, -0.0050)
C (0.6313, 4.2031, 0.3586)
C (0.4699, 2.8297, 0.3485)
N (-0.6788, 2.2370, 0.0117)
C (-1.7096, 3.0000, -0.3379)
H (-0.3523, 6.0850, -0.0169)
H (1.5730, 4.6405, 0.6542)
H (1.2922, 2.1760, 0.6124)
H (-2.6290, 2.4988, -0.6110)
N (0.0825, -3.4864, 0.8636)
N (-0.6984, -2.9060, -0.1876)
H (0.6975, -4.2142, 0.5132)
H (-0.5255, -3.9097, 1.5536)
H (-1.5705, -3.4107, -0.3408)
H (-0.1500, -2.9769, -1.0402)

Values from the calculation:
* gap between HOMO and LUMO (spin up / spin down): 5.1 / 5.1 eV
* molar mass: 638.830 g/mol
* total charge: +2

Results of the Mulliken charge analysis, in e, for atoms 1 through 5: atom 1 (Os): -0.158, atom 2 (C): -1.002, atom 3 (N): 0.395, atom 4 (C): -1.154, atom 5 (C): 0.817



Record 2
Entry from the OMol25 dataset: C9H24CuNO5 as an isolated structure at a distorted geometry (wB97M-V/def2-TZVPD).

Cartesian coordinates (Å):
Cu (1.7168, -0.1479, 0.4775)
C (7.3138, -1.6242, 2.1982)
O (6.5465, -0.4868, 1.9285)
H (6.8317, -2.5850, 2.0181)
H (8.2729, -1.8512, 1.7329)
H (7.5676, -1.6563, 3.2578)
C (2.2422, 0.6536, -5.2646)
O (2.5251, 1.1366, -3.9576)
H (1.1976, 0.4739, -5.5186)
H (2.6255, 1.3959, -5.9648)
H (2.6649, -0.3185, -5.5181)
C (1.0092, 4.6708, 3.7738)
O (1.4893, 4.0172, 2.6667)
H (1.7939, 5.2707, 4.2347)
H (0.2674, 5.4290, 3.5227)
H (0.5513, 4.2132, 4.6507)
C (0.4686, -3.2520, -0.6651)
O (-0.2538, -2.5230, 0.2841)
C (-1.5849, -2.9694, 0.4214)
C (-2.3519, -1.9124, 1.2366)
N (-2.3140, -0.6392, 0.5468)
C (-2.6497, -0.5484, -0.8199)
C (-3.1130, 0.9554, -1.1219)
O (-3.8840, 1.4512, 0.0226)
C (-4.3194, 2.7551, -0.1939)
H (1.4891, -2.8691, -0.6636)
H (0.0621, -3.2952, -1.6755)
H (0.4913, -4.3184, -0.4408)
H (-1.5523, -3.8149, 1.1085)
H (-2.1531, -3.1499, -0.4912)
H (-2.0246, -1.9362, 2.2760)
H (-3.4035, -2.1821, 1.3337)
H (-3.0071, -0.0507, 0.9865)
H (-3.4951, -1.2291, -0.9201)
H (-1.8986, -0.7829, -1.5741)
H (-3.7311, 0.9953, -2.0188)
H (-2.2185, 1.5393, -1.3391)
H (-4.9499, 2.8866, -1.0732)
H (-3.4000, 3.3404, -0.2088)
H (-4.8220, 2.9588, 0.7517)

Values from the calculation:
* gap between HOMO and LUMO: 3.0 eV
* molar mass: 289.839 g/mol
* total charge: -2

Results of the Mulliken charge analysis, in e, for atoms 1 through 5: atom 1 (Cu): 0.667, atom 2 (C): -0.645, atom 3 (O): -0.806, atom 4 (H): 0.180, atom 5 (H): 0.193



Record 3
Entry from the OMol25 dataset: a 2-piece molecular cluster, C4H10N3 overall at a distorted geometry (wB97M-V/def2-TZVPD).

Cartesian coordinates (Å):
C (-0.0272, -1.2080, -0.0155)
C (0.9636, -0.3709, -0.0372)
C (-2.3594, -0.2217, 0.0203)
C (2.3988, -0.4272, 0.0524)
N (-1.4270, -1.1945, -0.1256)
N (-2.0759, 1.0393, 0.1982)
N (0.4867, 1.5746, -0.0987)
H (0.5480, -2.2415, -0.0330)
H (-3.2875, -0.4791, -0.2986)
H (3.0272, -0.7398, -0.8654)
H (2.6996, -1.2812, 0.7617)
H (2.6608, 0.4675, 0.6602)
H (-1.8405, -2.1529, -0.0607)
H (-2.9525, 1.5796, 0.0837)
H (-0.5359, 1.7277, 0.1314)
H (0.9695, 1.9749, 0.6241)
H (0.7517, 1.9534, -0.9974)

Values from the calculation:
* gap between HOMO and LUMO: 9.6 eV
* molar mass: 100.145 g/mol
* total charge: +1

Results of the Mulliken charge analysis, in e, for atoms 1 through 5: atom 1 (C): 0.137, atom 2 (C): 0.320, atom 3 (C): -0.003, atom 4 (C): -1.068, atom 5 (N): -0.217



Record 4
Entry from the OMol25 dataset: C31H41As3ClHgN2 as an isolated structure at a distorted geometry (wB97M-V/def2-TZVPD).

Cartesian coordinates (Å):
Hg (-0.9127, 0.6039, -2.5814)
C (4.0367, 0.8614, -0.6491)
As (2.2086, 0.1694, -0.8567)
C (2.5852, -0.8614, -2.4773)
C (2.2788, -1.3959, 0.3477)
C (1.9931, -1.1725, 1.8439)
C (2.7273, 0.0816, 2.3375)
C (0.4926, -1.0189, 2.1436)
As (-0.6199, 0.1947, 1.0417)
C (-2.2513, -0.1618, 2.0751)
C (-0.2305, 1.9129, 1.9096)
C (2.5568, -2.3566, 2.6629)
As (2.2599, -4.2916, 2.3782)
C (0.3593, -4.4533, 1.9242)
C (2.9330, -4.6009, 0.5603)
H (4.7572, 0.0538, -0.5079)
H (4.1015, 1.5530, 0.1888)
H (4.2893, 1.4019, -1.5625)
H (3.4113, -1.5567, -2.3164)
H (2.8351, -0.1797, -3.2898)
H (1.6862, -1.4114, -2.7530)
H (3.2685, -1.8425, 0.2195)
H (1.5415, -2.0910, -0.0632)
H (2.3575, 0.9802, 1.8385)
H (3.7998, 0.0045, 2.1454)
H (2.5828, 0.2123, 3.4122)
H (0.3670, -0.7246, 3.1915)
H (-0.0025, -1.9839, 2.0311)
H (-2.0846, 0.0265, 3.1371)
H (-2.5738, -1.1959, 1.9439)
H (-3.0449, 0.4945, 1.7141)
H (0.0681, 1.7649, 2.9483)
H (-1.1400, 2.5135, 1.8783)
H (0.5492, 2.4525, 1.3735)
H (2.2722, -2.2102, 3.7107)
H (3.6521, -2.2979, 2.6522)
H (-0.2706, -4.1087, 2.7431)
H (0.1526, -5.5113, 1.7574)
H (0.1117, -3.9029, 1.0172)
H (3.9555, -4.2351, 0.4685)
H (2.3137, -4.1373, -0.2052)
H (2.9443, -5.6793, 0.3993)
C (-5.0683, 0.0824, -0.9521)
C (-5.4561, 1.3190, -0.4582)
C (-4.5628, 2.3783, -0.4601)
C (-3.2649, 2.2360, -0.9653)
C (-2.8949, 0.9836, -1.4413)
C (-3.7763, -0.0866, -1.4417)
C (-2.3262, 3.3985, -0.9683)
C (-2.8320, 4.7285, -0.8737)
C (-1.9677, 5.7745, -0.8526)
C (-0.5748, 5.5338, -0.9252)
C (0.3973, 6.5626, -0.8882)
C (1.7236, 6.2611, -0.9884)
C (2.1358, 4.9151, -1.1374)
C (1.2172, 3.9066, -1.1683)
C (-0.1646, 4.1952, -1.0541)
N (-1.0455, 3.1526, -1.0690)
H (-5.7650, -0.7476, -0.9569)
H (-6.4550, 1.4605, -0.0671)
H (-4.8814, 3.3244, -0.0400)
H (-3.4722, -1.0541, -1.8199)
H (-3.8968, 4.9054, -0.8453)
H (-2.3316, 6.7938, -0.7939)
H (0.0700, 7.5898, -0.7796)
H (2.4648, 7.0487, -0.9592)
H (3.1902, 4.6880, -1.2320)
H (1.5039, 2.8693, -1.2798)
Cl (-3.3150, -4.1721, 0.6498)
C (-2.1242, -4.0011, -0.5975)
C (-1.7030, -5.0929, -1.3310)
C (-0.7453, -4.8826, -2.3087)
C (-0.2552, -3.5991, -2.5014)
N (-0.6562, -2.5523, -1.7827)
C (-1.5800, -2.7521, -0.8488)
H (-2.1145, -6.0746, -1.1405)
H (-0.3829, -5.7042, -2.9107)
H (0.4914, -3.4030, -3.2623)
H (-1.8994, -1.8856, -0.2817)

Values from the calculation:
* gap between HOMO and LUMO (spin up / spin down): 6.8 / 7.2 eV
* molar mass: 902.492 g/mol
* multiplicity: 2
* expectation value of S²: 0.7633

Results of the Mulliken charge analysis, in e, for atoms 1 through 5: atom 1 (Hg): 0.066, atom 2 (C): -1.449, atom 3 (As): 0.987, atom 4 (C): -1.038, atom 5 (C): -0.725